C4H3NO3 in the gas phase in a non-equilibrium geometry. Source: the Open Molecules 2025 dataset; level of theory: ωB97M-V/def2-TZVPD.

```
11
Properties=species:S:1:pos:R:3:lowdin_charge:R:1
O -0.74 0.64 3.10 0.08
C -0.30 0.13 2.04 -0.55
N 1.01 -0.02 1.85 0.16
C 1.20 -0.05 0.56 0.00
C -0.08 -0.10 -0.14 -0.22
C -0.66 -0.08 -1.31 -0.05
O 0.12 -0.02 -2.45 0.04
O -0.97 0.13 0.88 0.10
H 2.29 -0.43 0.21 0.18
H -1.74 -0.33 -1.39 0.16
H -0.11 0.14 -3.35 0.10
```

Values from the calculation:
E_HOMO = -9.36 eV
Kohn-Sham gap = 0.30822 Ha
ΔE to the lowest compared entry with this formula, charge and spin = 69.2 kcal per mole
lowest unoccupied orbital energy = -0.03590 Eh